[1]
88
Properties=species:S:1:pos:R:3:forces:R:3:mulliken_charge:R:1 method="wB97M-V/def2-TZVPD" mol_weight_g_mol=557.80 smiles="CCCC[C@@]1(CCCCNC(C)=O)[C@@H](CCCF)N[C@H](CCCCN)C[N@@+]1(CC=O)CCSc1nnco1" lumo_ev=-2.945 total_charge=+1 homo_lumo_gap_ev=8.8
C 0.3172 -4.5013 3.1416 -0.48 -0.19 -0.65 -1.57
C 0.6331 -3.7527 1.8421 -0.04 0.47 1.09 -0.41
C 0.3568 -2.2579 2.0562 0.34 -0.03 -0.03 -1.54
C 1.0803 -1.3140 1.0597 -0.62 -1.31 0.18 -1.67
C 0.2647 -0.3361 0.2151 0.95 1.28 0.68 0.97
C -0.7641 0.4366 1.0674 -0.17 0.19 -0.07 -0.90
C -0.4364 0.6981 2.5479 -0.35 0.16 0.27 -1.39
C -0.9660 2.0498 3.0566 0.25 -0.61 -0.40 -0.59
C -2.3939 2.3856 2.5958 0.36 0.70 0.58 -0.60
N -3.1078 3.1734 3.6211 0.11 -0.54 0.31 -0.33
C -3.5703 2.3991 4.7054 0.60 0.18 1.07 0.69
C -4.6257 1.3637 4.3892 0.76 0.33 -0.48 -1.04
O -3.1367 2.5678 5.8390 -0.66 0.00 -1.21 -0.60
C 1.2849 0.7105 -0.3541 0.44 -0.13 0.43 -0.27
C 1.8686 1.6712 0.6709 0.54 0.76 -0.27 -0.20
C 2.7812 2.7083 -0.0290 -0.07 0.22 0.03 -0.49
C 2.1799 4.0991 0.0484 -0.64 -0.57 -0.12 -0.45
F 2.6129 4.8616 -1.0113 0.41 0.38 -0.05 -0.35
N 2.3962 -0.0193 -0.9260 0.15 -0.37 -0.66 -0.10
C 2.0249 -1.0377 -1.9030 -0.34 -0.38 0.43 -0.37
C 2.8372 -0.9437 -3.1844 -0.60 0.45 -0.05 -1.39
C 2.6734 0.3875 -3.9298 0.14 -0.73 -0.36 -0.10
C 3.8518 0.6236 -4.8838 -0.41 0.61 0.38 -0.97
C 4.7428 1.7568 -4.3688 0.45 -0.53 0.04 -0.79
N 5.0061 1.6400 -2.9296 -0.53 -0.24 0.04 -0.36
C 0.5451 -0.9342 -2.2331 1.27 0.11 -0.48 -1.63
N -0.3943 -0.9651 -1.0457 -0.46 -0.03 -0.90 1.79
C -1.5675 -0.1441 -1.5142 -0.91 -0.18 -0.19 -0.91
C -2.1617 -0.5947 -2.8611 -0.63 -0.47 -0.43 -0.71
O -3.2363 -1.1404 -2.9427 0.94 0.54 0.32 -0.39
C -0.8233 -2.3840 -0.8807 -0.85 -1.05 0.55 -1.66
C -2.0247 -2.6601 0.0409 -0.54 0.04 -0.17 -0.33
S -3.3261 -3.6018 -0.8306 -0.08 -0.49 -0.11 -0.27
C -4.7122 -2.5656 -0.6646 0.38 0.15 0.06 0.47
N -5.9367 -2.8280 -0.9285 0.26 -0.85 -0.20 -0.40
N -6.6271 -1.6773 -0.6658 -1.22 0.42 -0.11 -0.38
C -5.8072 -0.7987 -0.2617 0.45 -0.73 -0.19 -0.11
O -4.5276 -1.3101 -0.2318 0.00 1.14 0.40 -0.04
H 1.0654 -4.3416 3.9072 0.11 0.11 0.14 0.40
H -0.6569 -4.1793 3.5047 -0.07 0.05 0.26 0.33
H 0.2253 -5.5638 2.9466 0.16 -0.24 0.11 0.42
H 1.6991 -3.8509 1.6543 0.08 -0.24 -0.47 0.42
H 0.0344 -4.1785 1.0436 0.20 -0.15 -0.29 0.36
H 0.7578 -2.0633 3.0466 0.04 0.26 0.19 0.60
H -0.7058 -2.0600 2.1610 -0.16 0.00 -0.12 0.54
H 1.7869 -0.7382 1.6324 0.12 0.42 -0.02 0.82
H 1.7136 -1.9563 0.4612 0.09 0.10 -0.40 0.53
H -1.7446 -0.0254 1.0673 -0.06 -0.26 -0.11 0.66
H -0.9214 1.4020 0.5882 -0.01 0.15 -0.14 0.51
H 0.6175 0.6585 2.7866 0.24 -0.14 -0.11 0.42
H -0.9209 -0.0639 3.1509 0.05 -0.27 0.05 0.58
H -0.9170 2.0093 4.1394 -0.11 0.08 0.25 0.65
H -0.2628 2.8215 2.7462 -0.11 0.31 -0.04 0.20
H -2.9549 1.4810 2.3900 -0.18 -0.08 -0.14 0.03
H -2.3246 3.0089 1.7113 -0.28 -0.12 -0.38 0.23
H -2.4639 3.8501 4.0152 -0.03 0.20 0.00 0.33
H -4.1760 0.3813 4.4990 -0.14 -0.21 0.32 0.25
H -5.4496 1.5102 5.0716 -0.20 -0.18 0.12 0.36
H -4.9318 1.4625 3.3538 -0.37 0.05 -0.05 0.35
H 0.7800 1.3926 -1.0565 -0.30 -0.21 -0.27 -0.19
H 2.4636 1.1851 1.4337 -0.15 -0.33 0.14 0.65
H 1.0941 2.2692 1.1328 -0.33 -0.20 0.36 -0.45
H 3.7720 2.7172 0.4105 0.22 -0.10 -0.01 0.56
H 2.8968 2.5106 -1.0931 0.02 -0.15 -0.10 -0.21
H 2.3784 4.5922 0.9956 0.20 0.25 0.03 0.38
H 1.0982 4.0116 -0.0681 -0.20 0.10 0.05 0.26
H 3.0834 0.5771 -1.3731 0.09 0.21 0.31 0.72
H 2.2103 -2.0434 -1.5139 0.05 -0.07 0.26 0.10
H 2.4897 -1.7368 -3.8432 0.27 -0.30 -0.12 0.49
H 3.8766 -1.1255 -2.9346 0.19 0.01 0.01 0.54
H 1.7508 0.3538 -4.5090 -0.14 0.05 -0.03 0.29
H 2.5881 1.2074 -3.2253 0.01 0.25 0.08 0.31
H 4.4406 -0.2809 -5.0039 0.04 -0.19 0.01 0.39
H 3.4624 0.8917 -5.8603 0.14 0.04 -0.27 0.35
H 4.2918 2.7191 -4.5757 -0.15 0.19 -0.05 0.35
H 5.6795 1.6971 -4.9163 0.15 0.30 -0.19 0.39
H 5.9240 1.2786 -2.7317 0.14 0.11 0.08 0.21
H 4.8598 2.5111 -2.4476 0.30 0.14 0.04 0.19
H 0.4249 -0.0099 -2.7812 -0.32 0.37 0.21 0.72
H 0.3154 -1.7162 -2.9471 -0.44 -0.32 0.20 0.58
H -1.2672 0.8908 -1.6111 0.32 0.17 -0.01 0.89
H -2.4051 -0.1840 -0.8295 0.13 -0.17 0.24 0.57
H -1.6039 -0.3505 -3.7821 0.05 0.02 0.10 0.45
H -0.0040 -3.0154 -0.5662 0.55 0.42 0.18 0.78
H -1.0970 -2.8112 -1.8380 -0.01 0.51 -0.49 1.24
H -1.7530 -3.2859 0.8746 0.23 -0.08 0.15 0.41
H -2.5110 -1.7855 0.4530 0.17 0.10 0.01 -0.10
H -6.0204 0.2100 0.0135 0.22 0.32 0.19 0.50

[2]
57
Properties=species:S:1:pos:R:3:forces:R:3:mulliken_charge:R:1 method="wB97M-V/def2-TZVPD" mol_weight_g_mol=414.38 s_squared=8.764 lumo_ev="4.484 / 4.418" total_charge=-2 homo_lumo_gap_ev="2.0 / 5.5" multiplicity=6
Cr -0.0567 -0.5466 1.5696 -0.12 0.80 0.44 -0.74
P -0.1612 -2.0999 3.3288 -1.01 -3.75 1.87 0.76
O 1.0373 -2.2018 2.3548 2.14 -1.51 0.56 -0.65
O -1.2845 -1.9582 2.2612 -2.81 -1.37 -2.12 -0.58
O -0.1748 -0.6004 3.6341 0.92 2.84 2.38 -0.56
O -0.4312 -3.1896 4.4360 1.00 2.57 -2.15 -0.94
C -2.1340 2.1305 -0.3654 0.46 0.23 -0.71 -1.23
C -2.7548 1.2276 0.7081 -1.18 0.95 -0.78 0.37
C -3.4647 -0.0525 0.1813 0.87 -0.09 1.62 -0.34
O -4.5066 0.2187 -0.7160 0.35 0.35 -1.54 -0.38
C -5.1471 -0.9698 -1.1571 -0.61 0.54 0.75 -0.73
N -1.7667 1.0003 1.7609 -0.79 0.41 0.17 -0.13
H -1.3267 2.7772 -0.0219 0.24 -0.39 0.62 0.36
H -2.7841 2.8957 -0.7895 -0.70 -0.47 -0.11 0.49
H -1.6802 1.5869 -1.1941 -0.08 -0.19 -0.02 0.08
H -3.5602 1.8322 1.1250 -0.46 0.04 0.12 0.26
H -3.9118 -0.5552 1.0389 0.08 -0.07 0.49 0.42
H -2.7222 -0.7769 -0.1536 0.14 -0.02 -0.63 -0.18
H -5.8783 -1.1839 -0.3775 0.03 -0.83 0.24 0.29
H -4.4708 -1.8033 -1.3470 0.14 0.03 0.19 0.27
H -5.7699 -0.8195 -2.0389 0.40 0.53 -0.27 0.28
H -2.1898 0.5513 2.5606 -0.03 -1.21 0.12 0.22
H -1.6627 1.9117 2.1834 0.67 0.58 -0.14 0.28
C 2.3459 3.1425 2.2827 0.07 0.80 -0.84 -2.09
C 1.4868 2.2771 1.3472 0.87 0.82 -0.07 1.83
C 2.0173 2.2737 -0.0755 -1.59 0.35 -1.14 -2.01
O 1.0735 1.6358 -0.9876 0.56 0.11 1.70 2.63
C 1.5482 1.6703 -2.2863 -0.64 -0.73 -1.53 -3.90
N 1.4883 0.9786 1.9316 0.13 -1.02 0.39 0.30
H 1.9116 3.2147 3.2798 -0.08 -0.20 0.01 0.37
H 2.4628 4.1614 1.9133 0.05 0.15 -0.04 0.55
H 3.3394 2.6994 2.3524 0.09 0.01 0.11 0.42
H 0.4596 2.6417 1.3600 -0.03 0.07 -0.25 -0.23
H 2.9957 1.8159 -0.2213 0.21 -0.01 0.33 0.35
H 2.0043 3.2984 -0.4470 0.68 0.36 0.22 0.16
H 1.6921 2.6773 -2.6777 0.46 0.11 0.10 0.79
H 0.8060 1.2038 -2.9341 -0.75 0.25 -0.01 -0.02
H 2.3407 0.9570 -2.5128 0.98 0.51 0.49 0.27
H 2.4132 0.5756 1.8850 0.38 -0.49 -0.73 0.18
H 1.4985 1.1685 2.9236 -1.07 -0.75 0.64 0.29
C -0.3670 -3.2893 -0.8673 0.15 -0.18 0.40 -1.81
C 0.7836 -2.3063 -0.7355 -0.26 -1.00 -0.87 1.07
C 1.7195 -2.2810 -1.9651 -0.48 0.17 0.48 -1.36
O 2.7381 -1.3601 -1.6635 1.48 -0.39 0.43 2.20
C 3.8821 -1.4275 -2.5131 -0.80 -0.13 -0.73 -3.89
N 0.2313 -0.9670 -0.4614 1.17 -0.67 -1.02 0.86
H -0.9279 -3.2704 0.0671 -0.08 0.19 0.17 0.33
H 0.0098 -4.3082 -0.9560 -0.01 -0.07 -0.30 0.50
H -1.0450 -3.0469 -1.6856 0.00 -0.03 -0.26 0.32
H 1.3968 -2.6819 0.0836 -0.07 0.58 0.40 0.28
H 1.2913 -1.9393 -2.9074 -0.71 -0.08 -0.20 0.40
H 2.0617 -3.3035 -2.1254 0.47 -0.13 0.01 0.36
H 4.6992 -0.8041 -2.1501 -0.39 0.21 0.05 0.44
H 3.5575 -1.1742 -3.5223 0.17 0.84 -0.26 0.73
H 4.2851 -2.4162 -2.7325 -0.06 -0.65 0.87 0.14
H -0.4050 -0.8015 -1.2281 -0.71 0.18 -0.02 0.06
H 1.0067 -0.3890 -0.7526 0.16 0.85 0.40 -0.14

[3]
10
Properties=species:S:1:pos:R:3:forces:R:3:mulliken_charge:R:1 method="wB97M-V/def2-TZVPD" mol_weight_g_mol=84.08 smiles=Nc1ccno1 lumo_ev=0.873 homo_lumo_gap_ev=9.8
N -0.1358 -1.8642 -0.0916 -0.01 0.03 0.04 -0.56
C 0.0730 -0.5111 0.0970 -0.12 0.17 -0.04 0.48
C 0.4449 0.5231 -0.7114 -0.11 -0.11 0.07 -0.46
C 0.1965 1.6494 0.1149 -0.03 0.11 0.17 -0.22
N -0.1817 1.3299 1.3223 0.08 0.33 -0.33 -0.37
O -0.2450 -0.0565 1.3152 -0.16 -0.23 -0.06 -0.16
H -0.6089 -2.2457 0.7198 0.12 -0.12 -0.11 0.28
H -0.6851 -2.0447 -0.9235 0.22 -0.05 0.05 0.26
H 0.8637 0.5038 -1.7066 -0.30 -0.08 0.11 0.35
H 0.2084 2.6949 -0.1601 0.30 -0.04 0.11 0.39

Record order is preserved below.
E: -57437.216; -69491.875; -8202.023 eV
Record order is preserved below.
Energy above the lowest of the compared OMol25 structures with the same formula, charge and spin: 0.0; 0.0; 179.7 kJ/mol